(1)
{
  "formula": "C2H5CdF20NO5P3S2",
  "method": "ωB97M-V/def2-TZVPD",
  "lumo_ev": 6.63,
  "total_charge": -3,
  "homo_ev": 0.0,
  "e_above_lowest_kj_mol": 0.00,
  "orbital_gap_ha": 0.244,
  "symbols": ["Cd", "C", "C", "O", "H", "H", "H", "H", "H", "N", "S", "O", "O", "F", "S", "O", "O", "F", "P", "F", "F", "F", "F", "F", "F", "P", "F", "F", "F", "F", "F", "F", "P", "F", "F", "F", "F", "F", "F"],
  "positions_angstrom": [[-3.59512, 6.43063, -12.58777], [-3.47565, 4.53795, -16.28934], [-2.47690, 5.65100, -15.78665], [-2.79891, 6.19411, -14.57136], [-3.61284, 3.78009, -15.51801], [-3.13807, 3.92909, -17.12805], [-4.37443, 5.07553, -16.59149], [-2.44392, 6.45025, -16.52707], [-1.51850, 5.15194, -15.64347], [-2.42648, 5.17456, -11.69154], [-1.20739, 5.34068, -10.75150], [-0.02616, 5.86466, -11.49303], [-0.96714, 4.63997, -9.47518], [-1.75090, 6.80691, -10.27134], [-2.41234, 3.42194, -11.38335], [-3.27831, 3.06170, -10.27384], [-1.20623, 2.64343, -11.58918], [-3.28194, 2.93643, -12.66715], [-6.53260, 6.44594, -13.39581], [-7.49691, 7.32023, -14.34622], [-7.75380, 5.59539, -12.84723], [-6.24737, 5.43276, -14.64835], [-5.48338, 5.48909, -12.53691], [-5.16449, 7.32350, -13.73339], [-6.79611, 7.38705, -12.11209], [-4.87714, 6.77644, -9.12262], [-3.92470, 7.95405, -8.55328], [-5.98594, 7.88058, -9.61999], [-4.25859, 6.87549, -10.58926], [-5.83706, 5.55965, -9.50873], [-3.75655, 5.71288, -8.66333], [-5.52611, 6.83821, -7.65633], [-3.05756, 10.07933, -12.25568], [-1.40036, 10.06023, -12.24104], [-3.07883, 11.67476, -12.43153], [-3.10741, 9.86398, -13.85684], [-4.65404, 10.01101, -12.19443], [-2.98550, 8.45878, -12.13148], [-2.98921, 10.29112, -10.64841]]
}



(2)
{
  "formula": "C6H4BrNO2",
  "method": "ωB97M-V/def2-TZVPD",
  "lumo_ev": [-2.60, -2.94],
  "homo_ev": [-10.4, -10.2],
  "e_above_lowest_kj_mol": 307.68,
  "orbital_gap_ha": [0.287, 0.266],
  "symbols": ["C", "C", "C", "C", "C", "C", "N", "O", "O", "Br", "H", "H", "H", "H"],
  "positions_angstrom": [[0.57164, 2.36996, 1.19743], [-0.94962, 0.89079, -0.06681], [-0.76510, -1.55013, 0.45407], [-0.41019, -2.08933, -0.84745], [-0.04077, -2.22996, -1.99242], [0.52823, 1.45420, 0.10659], [0.66068, 3.14764, 2.02304], [-1.66382, 1.75828, -0.54279], [-1.39834, -0.23873, 0.31043], [3.00091, 0.97737, 0.87750], [-1.26956, -2.28943, 1.23749], [0.21185, -1.48622, 0.83164], [1.12726, 1.84493, -0.73352], [0.39682, -2.55938, -2.85519]]
}



(3)
{
  "formula": "C16H28ClCuO8",
  "method": "ωB97M-V/def2-TZVPD",
  "lumo_ev": [2.64, 2.64],
  "total_charge": -1,
  "homo_ev": [-4.0, -3.9],
  "multiplicity": 2,
  "orbital_gap_ha": [0.243, 0.241],
  "symbols": ["Cu", "Cl", "C", "C", "O", "H", "H", "H", "H", "H", "C", "C", "O", "H", "H", "H", "H", "H", "O", "C", "O", "C", "C", "C", "H", "H", "H", "H", "H", "H", "O", "C", "O", "C", "C", "C", "H", "H", "H", "H", "H", "H", "O", "C", "O", "C", "C", "C", "H", "H", "H", "H", "H", "H"],
  "positions_angstrom": [[-0.04509, -0.68806, -0.38041], [-1.24010, -2.86655, -0.72716], [-0.56652, -0.97707, 4.02763], [0.49213, -0.66433, 2.98826], [0.11092, -0.92895, 1.71498], [-0.74472, -2.05410, 4.06159], [-1.50006, -0.48051, 3.73951], [-0.37736, -0.64895, 5.05748], [1.45368, -1.20735, 3.16011], [0.92866, 0.34818, 3.16762], [-1.31425, -1.10858, -4.17811], [0.02415, -1.00023, -3.46950], [-0.01222, -0.21366, -2.35686], [-2.03418, -1.67009, -3.57688], [-1.29529, -1.60216, -5.15990], [-1.72212, -0.11131, -4.36759], [0.75657, -0.53152, -4.16341], [0.46354, -2.01002, -3.33669], [1.94443, -1.72564, -0.68744], [2.57631, -2.43992, -1.38998], [3.80248, -2.12513, -1.90308], [4.31856, -3.27643, -2.55504], [3.07286, -3.97149, -3.09688], [2.16707, -3.82817, -1.87655], [4.77271, -3.95631, -1.82502], [5.02002, -3.10365, -3.36949], [3.27495, -4.98250, -3.45690], [2.65227, -3.44105, -3.95358], [2.32148, -4.52601, -1.05143], [1.10974, -3.84827, -2.13559], [1.32413, 1.18650, -0.18568], [1.34984, 2.23021, 0.37824], [1.68992, 3.38168, -0.23489], [1.62316, 4.50821, 0.68571], [0.61111, 4.02463, 1.72227], [0.83857, 2.53101, 1.78199], [1.40710, 5.40980, 0.12322], [2.65686, 4.52424, 1.04773], [-0.38033, 4.31827, 1.37214], [0.74589, 4.57018, 2.66068], [-0.09705, 1.98273, 1.86675], [1.55820, 2.19725, 2.52412], [-1.60955, 0.99339, -0.09760], [-2.51860, 1.33452, 0.58217], [-2.69410, 2.62783, 0.95646], [-3.84890, 2.78363, 1.80804], [-4.58166, 1.45066, 1.73747], [-3.48133, 0.46166, 1.35380], [-4.36979, 3.67503, 1.46597], [-3.45201, 2.97159, 2.80966], [-5.37156, 1.43668, 0.98314], [-5.07411, 1.23784, 2.68657], [-3.81309, -0.41362, 0.81056], [-2.92332, 0.21592, 2.26182]]
}



(4)
{
  "formula": "C28H31N3O3PPbS2SbSe4",
  "method": "ωB97M-V/def2-TZVPD",
  "lumo_ev": 3.96,
  "total_charge": -2,
  "homo_ev": -2.1,
  "orbital_gap_ha": 0.224,
  "symbols": ["Pb", "C", "C", "C", "C", "C", "C", "C", "C", "C", "H", "H", "H", "H", "H", "H", "H", "H", "H", "H", "H", "H", "O", "S", "O", "O", "C", "C", "C", "C", "C", "C", "P", "C", "C", "C", "C", "C", "C", "C", "C", "C", "C", "C", "C", "H", "H", "H", "H", "H", "H", "H", "H", "H", "H", "H", "H", "H", "H", "N", "N", "C", "N", "S", "H", "H", "H", "H", "H", "Se", "Sb", "Se", "Se", "Se"],
  "positions_angstrom": [[1.48708, -1.67807, 0.29301], [2.01684, -5.42903, -2.08706], [0.89268, -4.42909, -2.10115], [-0.12489, -4.48741, -1.16078], [-1.18165, -3.57522, -1.18028], [-2.26983, -3.68061, -0.14487], [-1.20904, -2.59212, -2.15774], [-0.19697, -2.50108, -3.11544], [-0.21853, -1.40689, -4.15025], [0.84073, -3.42190, -3.06940], [1.94421, -6.09844, -2.95038], [2.01013, -6.02953, -1.17821], [2.98193, -4.92365, -2.12798], [-0.09737, -5.24725, -0.38821], [-2.83253, -4.60996, -0.26714], [-2.96579, -2.84487, -0.21768], [-1.84124, -3.69051, 0.86133], [-2.01635, -1.86434, -2.16426], [-1.23474, -1.23269, -4.51119], [0.41151, -1.66460, -5.00295], [0.14191, -0.46620, -3.72347], [1.64482, -3.35065, -3.79644], [2.23437, 2.53368, -1.24441], [1.17870, 2.32008, -2.23589], [1.53986, 2.72218, -3.58316], [0.54481, 1.01190, -2.13838], [-0.11217, 3.46335, -1.73669], [-0.31361, 4.59933, -2.50750], [-1.25769, 5.54495, -2.13077], [-1.99160, 5.34810, -0.96840], [-1.77257, 4.21354, -0.19883], [-0.83210, 3.25253, -0.56640], [-0.54360, 1.72751, 0.47194], [-0.76425, 2.54204, 2.12253], [-1.86529, 2.49664, 2.96808], [-1.84887, 3.15176, 4.19648], [-0.73091, 3.86507, 4.59439], [0.37835, 3.92046, 3.75702], [0.36251, 3.25686, 2.54333], [-2.15933, 0.87692, 0.25175], [-2.99965, 1.08870, -0.83875], [-4.18972, 0.38293, -0.96102], [-4.56007, -0.54431, 0.00385], [-3.70957, -0.79482, 1.07257], [-2.51175, -0.10503, 1.18161], [0.27778, 4.71430, -3.40640], [-1.41577, 6.43048, -2.73556], [-2.73470, 6.07429, -0.65868], [-2.34864, 4.07815, 0.70794], [-2.75532, 1.95768, 2.66941], [-2.71818, 3.09982, 4.84134], [-0.71823, 4.37084, 5.55231], [1.26451, 4.46207, 4.06418], [1.23613, 3.28467, 1.89983], [-2.71585, 1.80033, -1.60452], [-4.83125, 0.56202, -1.81570], [-5.49424, -1.08513, -0.08712], [-3.96812, -1.54392, 1.81092], [-1.83423, -0.33693, 1.99781], [3.29320, 0.49179, 0.19411], [4.06393, 0.36430, 1.36022], [3.48671, 0.05128, 2.53742], [4.34257, -0.16409, 3.56811], [1.82753, -0.07347, 2.73541], [3.82328, 0.12359, -0.58648], [3.04032, 1.46075, 0.01193], [5.04168, 0.14669, 1.24199], [5.18393, -0.67104, 3.30700], [3.87551, -0.64895, 4.32090], [4.17827, -6.53794, 1.19537], [3.78359, -4.22602, 1.76684], [3.98250, -2.71944, -0.28382], [5.25466, -3.35239, 3.51259], [1.31967, -3.76396, 2.16980]]
}